13
Properties=species:S:1:pos:R:3:forces:R:3 method="wB97M-V/def2-TZVPD" molar_mass_g_mol=251.91 charge=+3 e_above_lowest_kj_mol=399.1 multiplicity=4 e_lumo_ev="-16.04 / -13.62"
C -2.422194 1.251892 0.597420 -2.038 1.991 8.212
C 3.729691 -1.371233 -1.519455 1.507 -0.070 -0.953
H 3.767367 -1.331861 -2.609180 0.034 -0.081 0.173
O -1.136170 1.233063 0.457374 4.446 -3.192 -3.633
O -2.811468 2.538769 0.601784 -2.983 1.023 0.275
Pr 0.425945 -0.551650 -0.022811 -1.295 0.951 0.593
O -3.023744 0.679080 1.521485 0.798 -2.825 -2.917
H 4.232157 -0.570842 -0.971017 0.051 -0.253 -0.084
H -3.548296 2.354796 1.435133 1.888 1.466 -3.090
O 2.371734 -1.663316 -1.009061 -1.816 -0.532 0.932
Li -1.231183 3.340777 -0.265089 -0.615 0.433 0.364
C 3.381085 -2.604308 -0.856290 0.098 1.775 0.481
H 3.621022 -3.025674 0.121265 -0.076 -0.688 -0.352